No. 1
{"formula": "C5H10O", "method": "ωB97M-V with the def2-TZVPD basis set", "species": ["C", "C", "O", "C", "C", "C", "H", "H", "H", "H", "H", "H", "H", "H", "H", "H"], "coordinates": [[2.382, 0.264, -0.491], [1.383, -0.276, 0.517], [0.217, 0.529, 0.606], [-0.942, -0.194, 0.363], [-2.336, 0.249, 0.603], [-1.755, -0.002, -0.848], [3.307, -0.323, -0.441], [2.624, 1.308, -0.272], [1.994, 0.205, -1.513], [1.117, -1.308, 0.242], [1.827, -0.308, 1.518], [-0.870, -1.254, 0.625], [-2.930, -0.353, 1.302], [-2.594, 1.300, 0.698], [-1.769, -0.809, -1.584], [-1.655, 0.972, -1.324]], "forces_ev_per_angstrom": [[0.02, 0.07, -0.02], [0.31, -0.15, 0.06], [0.03, 0.14, 0.22], [-0.01, -0.18, 0.05], [0.00, 0.10, -0.16], [-0.14, 0.05, -0.04], [-0.14, 0.10, -0.01], [-0.02, -0.11, -0.02], [0.01, 0.03, 0.17], [0.04, 0.21, 0.08], [0.09, -0.04, -0.09], [0.24, 0.22, 0.04], [-0.03, -0.18, -0.95], [0.39, -0.04, 0.06], [-0.90, -0.04, 0.51], [0.12, -0.17, 0.10]], "lowdin_charge": [-0.077, -0.273, -0.089, -0.422, -0.058, -0.069, 0.075, 0.075, 0.076, 0.114, 0.117, 0.144, 0.097, 0.095, 0.095, 0.099], "lumo_energy_ev": 1.21, "max_force_ev_per_a": 1.03, "relative_energy_ev": 2.1266, "smiles": "CCOC1CC1", "homo_lumo_gap_ev": 10.35}

No. 2
{"formula": "C5H10O", "method": "ωB97M-V with the def2-TZVPD basis set", "species": ["C", "C", "C", "C", "C", "O", "H", "H", "H", "H", "H", "H", "H", "H", "H", "H"], "coordinates": [[-1.390, 0.941, -1.330], [-0.908, 0.821, 0.113], [-0.203, -0.489, 0.364], [1.171, -0.705, -0.270], [1.361, -1.296, 1.422], [0.207, -0.597, 1.736], [-0.557, 0.871, -2.042], [-2.105, 0.146, -1.575], [-1.889, 1.901, -1.498], [-0.218, 1.638, 0.362], [-1.751, 0.892, 0.811], [-0.850, -1.344, 0.107], [1.697, 0.236, -0.552], [1.279, -1.430, -1.080], [2.229, -0.759, 1.065], [1.233, -2.361, 1.302]], "forces_ev_per_angstrom": [[-0.04, 0.00, -0.07], [-0.14, 0.09, 0.00], [-0.60, 0.38, -0.36], [-0.99, -0.66, 0.35], [0.81, 0.59, -4.19], [-0.49, 0.48, 0.14], [-0.13, 0.01, 0.15], [0.11, 0.12, 0.04], [0.08, -0.15, 0.01], [-0.10, -0.14, -0.04], [0.07, 0.04, -0.11], [-0.04, 0.14, 0.11], [-0.12, -0.64, 0.66], [-0.24, 0.08, 0.19], [1.40, -0.05, 2.67], [0.41, -0.29, 0.45]], "lowdin_charge": [-0.102, -0.215, -0.410, -0.057, -0.107, -0.103, 0.073, 0.076, 0.071, 0.119, 0.118, 0.152, 0.109, 0.092, 0.083, 0.102], "lumo_energy_ev": 1.12, "max_force_ev_per_a": 4.30, "relative_energy_ev": 3.5330, "smiles": "CC[C@H]1CCO1", "homo_lumo_gap_ev": 9.87}

No. 3
{"formula": "C5H10O", "method": "ωB97M-V with the def2-TZVPD basis set", "species": ["C", "C", "C", "C", "C", "H", "H", "H", "H", "H", "H", "H", "H", "O", "H", "H"], "coordinates": [[-2.258, 0.470, 0.022], [-1.066, 0.625, 0.468], [0.085, 1.135, -0.284], [0.945, 0.316, -1.077], [2.204, 0.711, -2.006], [-3.112, 0.122, 0.655], [-2.572, 0.820, -1.006], [-0.737, 0.127, 1.477], [0.304, 2.100, -0.329], [0.771, -0.729, -0.764], [2.103, 1.656, -2.488], [2.130, 0.076, -2.861], [3.038, 0.601, -1.446], [-0.030, -2.481, 2.440], [-0.470, -1.789, 2.871], [-0.664, -2.675, 1.637]], "forces_ev_per_angstrom": [[-4.20, 0.36, -1.45], [3.70, -1.63, 2.87], [2.58, -5.42, -3.57], [-1.50, 2.02, 2.56], [-5.20, -0.60, 0.19], [1.01, 0.02, -0.58], [0.54, -0.36, 1.22], [-0.98, 1.27, -1.54], [0.41, 4.43, -0.02], [0.43, 0.10, -1.10], [-0.08, 1.20, 0.40], [0.46, -1.04, -0.33], [2.84, -0.34, 1.35], [-1.01, -2.16, -3.51], [-0.96, 1.65, 1.16], [1.97, 0.50, 2.35]], "lowdin_charge": [-0.030, -0.250, -0.120, -0.062, -0.058, 0.069, 0.086, 0.122, 0.040, 0.086, 0.055, 0.052, 0.022, -0.084, -0.026, 0.100], "lumo_energy_ev": 0.84, "max_force_ev_per_a": 6.98, "relative_energy_ev": 3.1217, "smiles": "C=C/C=C/C.O", "homo_lumo_gap_ev": 9.97}